# 1
Below is C4H9N3 as an isolated structure in a non-equilibrium geometry, with properties calculated with ωB97M-V/def2-TZVPD.

The strongest force on any atom is 4.80 eV/Å. The value obtained for the HOMO energy (alpha / beta) is -20.76 / -21.98 eV. For the energy relative to the best compared isomer or geometry (same formula, charge and spin), the calculation gives 2.694 eV. The calculated total energy comes out at -8738.885 eV.

Structure (ORCA input):
```
! RIJCOSX wB97M-V def2-TZVPD def2/J DEFGRID3
* xyz 2 3
C -2.035 -0.935 0.390
C 0.349 0.331 0.152
C -2.233 1.079 -0.687
C 1.449 -1.811 -0.132
N -2.127 -2.013 0.759
N -1.505 0.174 0.034
N 0.883 -0.640 -0.707
H 0.469 1.321 -0.208
H 0.612 0.191 1.255
H -1.732 1.347 -1.546
H -3.292 0.750 -0.873
H -2.308 2.117 -0.134
H 1.898 -1.922 0.876
H 0.830 -2.734 -0.303
H 2.316 -2.091 -0.694
H 0.708 -0.589 -1.733
*
```

=====

# 2
Below is one molecule with the formula C2H2N4O3 in a non-equilibrium geometry, with properties calculated with ωB97M-V/def2-TZVPD.

The strongest force on any atom is 6.13 eV/Å. The value obtained for the HOMO energy (alpha / beta) is -10.20 / -10.19 eV. For the energy relative to the best compared isomer or geometry (same formula, charge and spin), the calculation gives 6.958 eV. The calculated total energy comes out at -14200.305 eV.

Structure (ORCA input):
```
! RIJCOSX wB97M-V def2-TZVPD def2/J DEFGRID3
* xyz 0 1
C -1.340 1.808 0.068
C -0.748 0.566 -0.187
N -1.913 2.725 0.467
N 0.847 0.445 -1.028
N -1.248 -0.615 -0.244
N 1.671 -0.148 -0.300
O 2.758 -0.445 -0.600
O 1.381 -0.521 1.070
O -0.723 -1.579 -0.797
H -2.067 -0.743 0.493
H 1.383 -1.491 1.059
*
```

=====

# 3
Below is one molecule with the formula C6H10O, with properties calculated with ωB97M-V/def2-TZVPD.

The strongest force on any atom is 0.49 eV/Å. The value obtained for the HOMO energy is -6.89 eV. For the energy relative to the best compared isomer or geometry (same formula, charge and spin), the calculation gives 4.055 eV. The calculated total energy comes out at -8427.185 eV.

Structure (ORCA input):
```
! RIJCOSX wB97M-V def2-TZVPD def2/J DEFGRID3
* xyz 0 1
C -1.661 -0.493 0.798
C -0.858 -1.318 -0.184
O 0.243 -0.531 -0.728
C 1.377 -0.396 0.185
C 1.585 1.079 0.291
C 0.735 1.769 -0.486
C -0.286 1.055 -1.216
H -1.090 -0.282 1.708
H -2.592 -0.998 1.069
H -0.425 -2.224 0.264
H -1.448 -1.617 -1.052
H 1.110 -0.870 1.140
H 2.226 -0.948 -0.245
H 2.328 1.500 0.955
H 0.735 2.858 -0.502
H -0.099 0.963 -2.291
H -1.880 0.452 0.293
*
```

=====

Which of these has the lowest strongest force on any atom?
C6H10O